1.
An isolated molecule of C23H22N2O4. Source: the OMol25 dataset; level of theory: ωB97M-V/def2-TZVPD.

```
51
Properties=species:S:1:pos:R:3:lowdin_charge:R:1
C -3.910 -4.122 -1.786 -0.059
C -2.791 -3.152 -2.111 -0.207
O -2.884 -2.050 -1.202 0.014
C -1.872 -1.191 -1.240 -0.493
O -0.933 -1.254 -2.005 0.112
N -1.976 -0.169 -0.325 0.043
N -0.815 0.601 -0.230 0.133
C 0.350 -0.044 0.123 -0.409
O 0.369 -0.996 0.861 0.140
C 1.570 0.593 -0.567 -0.347
O 1.206 0.838 -1.915 0.002
C 2.764 -0.340 -0.440 -0.135
C 3.369 -0.878 -1.565 -0.016
C 4.448 -1.735 -1.435 -0.080
C 4.927 -2.064 -0.180 -0.092
C 4.329 -1.523 0.946 -0.070
C 3.255 -0.661 0.819 -0.020
C 1.922 1.924 0.073 -0.145
C 1.550 2.230 1.374 -0.029
C 1.920 3.439 1.937 -0.073
C 2.659 4.351 1.203 -0.088
C 3.029 4.050 -0.096 -0.071
C 2.666 2.840 -0.659 -0.009
C -2.961 -0.023 0.676 -0.177
C -4.304 -0.225 0.384 -0.017
C -5.252 -0.056 1.377 -0.080
C -4.875 0.331 2.652 -0.095
C -3.537 0.550 2.933 -0.078
C -2.580 0.375 1.952 -0.006
H -3.859 -4.973 -2.459 0.079
H -4.874 -3.636 -1.899 0.077
H -3.814 -4.470 -0.761 0.081
H -1.808 -3.621 -1.999 0.130
H -2.875 -2.772 -3.135 0.131
H -0.713 1.297 -0.967 0.167
H 0.788 0.035 -2.267 0.093
H 3.003 -0.620 -2.548 0.114
H 4.911 -2.148 -2.319 0.101
H 5.766 -2.737 -0.079 0.100
H 4.700 -1.774 1.929 0.103
H 2.796 -0.241 1.700 0.114
H 0.972 1.524 1.953 0.110
H 1.628 3.669 2.951 0.104
H 2.945 5.295 1.644 0.101
H 3.606 4.758 -0.673 0.103
H 2.948 2.595 -1.671 0.122
H -4.605 -0.515 -0.609 0.112
H -6.295 -0.219 1.149 0.103
H -5.620 0.464 3.421 0.100
H -3.234 0.853 3.924 0.104
H -1.536 0.531 2.172 0.102
```

SMILES: CCOC(=O)N(NC(=O)C(O)(c1ccccc1)c1ccccc1)c1ccccc1
relative energy (zero: lowest compared OMol25 entry of this formula, charge and spin): 36.4 kcal per mole
E: -1300.141155 Ha



2.
An isolated molecule of C23H22N2O5. Source: the OMol25 dataset; level of theory: ωB97M-V/def2-TZVPD.

```
52
Properties=species:S:1:pos:R:3:lowdin_charge:R:1
C -2.671 -1.374 -3.528 -0.010
N -1.385 -1.137 -2.900 0.018
C -1.405 -0.342 -1.753 -0.315
O -2.522 0.027 -1.383 0.087
C -0.096 0.129 -1.111 -0.060
C 0.057 -0.197 0.371 -0.165
C -1.168 0.224 1.210 -0.162
C -1.238 1.447 1.905 -0.028
C -2.454 2.019 2.230 0.014
C -3.598 1.227 2.077 -0.226
C -3.501 -0.129 1.675 -0.159
C -2.284 -0.628 1.245 -0.001
C -4.880 -0.683 1.554 -0.101
C -5.768 0.529 1.885 -0.111
O -4.881 1.675 2.190 -0.027
C 1.396 0.357 0.939 -0.188
C 1.635 1.742 0.890 -0.063
C 2.866 2.277 1.215 0.021
C 3.885 1.382 1.556 -0.226
C 3.654 -0.008 1.687 -0.147
C 2.384 -0.513 1.419 0.027
C 4.970 -0.657 1.972 -0.102
C 5.956 0.528 1.964 -0.119
O 5.191 1.752 1.686 -0.025
C 1.126 -0.320 -1.910 -0.316
O 2.285 0.016 -1.655 0.097
N 0.967 -1.074 -3.070 0.016
C 2.176 -1.271 -3.842 -0.011
C -0.250 -1.433 -3.682 -0.381
O -0.310 -1.990 -4.772 0.085
H -2.456 -1.956 -4.419 0.086
H -3.326 -1.912 -2.842 0.099
H -3.131 -0.413 -3.777 0.104
H -0.123 1.239 -1.194 0.182
H 0.107 -1.292 0.438 0.147
H -0.333 1.993 2.155 0.099
H -2.555 3.040 2.585 0.117
H -2.217 -1.666 0.905 0.132
H -5.067 -1.495 2.266 0.118
H -5.092 -1.051 0.541 0.120
H -6.408 0.832 1.045 0.121
H -6.394 0.362 2.772 0.119
H 0.822 2.396 0.572 0.115
H 3.059 3.344 1.172 0.119
H 2.202 -1.587 1.524 0.128
H 4.988 -1.168 2.943 0.118
H 5.243 -1.389 1.200 0.120
H 6.722 0.428 1.182 0.121
H 6.451 0.655 2.937 0.120
H 1.884 -1.858 -4.707 0.087
H 2.570 -0.294 -4.131 0.105
H 2.920 -1.783 -3.231 0.100
```

SMILES: CN1C(=O)C(C(c2ccc3c(c2)CCO3)c2ccc3c(c2)CCO3)C(=O)N(C)C1=O
relative energy (zero: lowest compared OMol25 entry of this formula, charge and spin): 24.2 kcal per mole
E: -1375.383714 Ha



3.
An isolated molecule of C23H22N4O2S. Source: the OMol25 dataset; level of theory: ωB97M-V/def2-TZVPD.

```
52
Properties=species:S:1:pos:R:3:lowdin_charge:R:1
C -5.796 -3.044 2.095 -0.051
C -4.678 -2.485 1.268 -0.269
C -4.386 -3.006 0.018 -0.013
C -3.362 -2.491 -0.766 -0.205
C -3.115 -3.097 -2.117 -0.044
C -2.610 -1.418 -0.281 -0.098
C -1.498 -0.861 -1.063 -0.340
C -0.462 -1.579 -1.581 -0.364
S 0.672 -0.560 -2.386 1.054
C -0.351 0.805 -1.927 -0.598
N -0.059 2.076 -2.360 0.118
C 1.135 2.739 -2.281 -0.423
O 1.325 3.764 -2.900 0.093
C 2.148 2.204 -1.335 -0.208
N 1.737 1.554 -0.316 0.171
N 2.594 1.200 0.662 0.004
C 2.052 0.317 1.638 -0.189
C 1.465 -0.867 1.217 -0.028
C 0.895 -1.721 2.144 -0.081
C 0.926 -1.401 3.490 -0.085
C 1.528 -0.225 3.908 -0.070
C 2.087 0.642 2.986 -0.007
C 3.862 1.729 0.816 -0.405
O 4.604 1.351 1.691 0.105
C 4.194 2.847 -0.152 -0.067
C 3.581 2.603 -1.525 -0.098
N -1.412 0.481 -1.291 0.140
C -2.902 -0.865 0.973 -0.196
C -2.122 0.297 1.507 -0.034
C -3.927 -1.412 1.727 -0.008
H -6.022 -4.067 1.804 0.074
H -6.696 -2.444 1.955 0.084
H -5.542 -3.023 3.152 0.077
H -4.969 -3.834 -0.362 0.116
H -2.415 -3.929 -2.039 0.084
H -4.045 -3.483 -2.528 0.079
H -2.702 -2.368 -2.809 0.076
H -0.281 -2.632 -1.512 0.079
H -0.818 2.599 -2.783 0.166
H 1.459 -1.112 0.167 0.071
H 0.426 -2.635 1.812 0.108
H 0.483 -2.068 4.214 0.103
H 1.556 0.024 4.958 0.105
H 2.551 1.560 3.309 0.118
H 3.788 3.768 0.281 0.139
H 5.278 2.951 -0.202 0.127
H 4.103 1.788 -2.038 0.135
H 3.636 3.492 -2.155 0.120
H -2.336 1.188 0.919 0.081
H -1.052 0.112 1.443 0.060
H -2.383 0.488 2.545 0.079
H -4.148 -0.991 2.698 0.116
```

SMILES: Cc1cc(C)c(-c2csc(NC(=O)C3=NN(c4ccccc4)C(=O)CC3)n2)c(C)c1
relative energy (zero: lowest compared OMol25 entry of this formula, charge and spin): 0.1 kcal per mole
E: -1657.370697 Ha



Number 1: orbital gap 9.56 eV, largest force on an atom 0.679 eV/A. Number 2: orbital gap 8.17 eV, largest force on an atom 2.285 eV/A. Number 3: orbital gap 8.28 eV, largest force on an atom 1.394 eV/A.